1.
Formula: C34H44FN4O2PPtS2
Source: OMol25
Level of theory: ωB97M-V with the def2-TZVPD basis set

Multiplicity: 1
Molecular weight (g mol⁻¹): 849.94
E_HOMO (eV): -6.31
Kohn-Sham gap (eV): 3.865
Largest force on an atom (eV/A): 3.67

Structure (XYZ):
```
89
Properties=species:S:1:pos:R:3:forces:R:3
Pt 1.008007 -0.405214 -1.175725 2.57 -2.56 0.52
C 1.240266 1.439685 -4.623499 0.05 -0.10 0.16
C 2.571492 0.874972 -4.128826 0.04 0.22 0.12
C 3.138571 1.573989 -2.893124 0.24 0.04 -0.56
N 2.575517 1.187287 -1.619855 -1.19 -1.05 0.13
C 3.050182 1.746586 -0.529336 0.21 0.80 0.35
C 4.135029 2.676897 -0.560714 -0.28 -0.41 -0.08
C 4.493944 3.654966 0.334995 -0.13 0.12 0.16
C 3.903344 3.991347 1.548177 -0.17 -0.16 0.30
C 2.992186 3.221866 2.262114 0.66 0.60 -0.25
C 2.494753 1.977543 1.957182 -0.25 -0.94 -0.68
C 2.508003 1.249015 0.743164 0.59 1.08 0.45
N 2.002485 0.029395 0.659328 -1.84 -0.82 -2.09
C 1.788922 -0.804987 1.803660 -0.25 -0.43 0.48
C 1.286271 -2.197799 1.407126 0.17 0.12 0.01
C 2.093409 -2.905576 0.295860 0.11 0.24 0.72
N 1.612177 -2.510627 -0.995999 -1.28 2.36 0.31
C 1.691935 -3.194569 -2.115328 -0.26 -0.26 -0.59
C 2.517632 -4.329375 -2.258358 -0.14 0.48 0.26
C 2.575377 -5.264636 -3.282583 -0.35 -0.01 -0.12
C 1.701491 -5.458599 -4.332421 -0.26 -0.02 -0.26
C 0.559420 -4.698914 -4.640857 0.68 -0.31 0.12
C 0.199852 -3.470959 -4.158669 -0.04 0.51 0.19
C 0.856714 -2.635773 -3.207203 0.26 -0.13 -0.17
N 0.686855 -1.336520 -3.172192 -0.13 0.65 1.78
C -0.155302 -0.626229 -4.103999 -0.46 0.47 -0.03
C 0.018638 0.881836 -3.902616 0.07 -0.11 -0.18
H 1.258745 2.525460 -4.503809 -0.02 0.07 -0.12
H 1.144083 1.228995 -5.692641 -0.06 0.06 0.01
H 2.482006 -0.193255 -3.936033 0.17 -0.02 -0.08
H 3.311140 1.007046 -4.922886 0.02 -0.04 0.06
H 4.219365 1.367181 -2.882915 -0.12 0.05 0.04
H 3.014244 2.659343 -3.019504 0.13 -0.04 -0.01
H 4.743792 2.640523 -1.454903 -0.12 0.05 -0.01
H 5.312666 4.292038 0.017095 0.00 -0.03 0.00
H 4.235024 4.907186 2.017451 0.03 0.04 0.01
H 2.680966 3.622936 3.218376 -0.04 0.00 0.04
H 1.885239 1.525718 2.725585 -0.09 -0.06 0.02
H 2.735540 -0.889262 2.357839 -0.02 0.05 -0.13
H 1.042336 -0.372997 2.486624 -0.06 -0.01 -0.16
H 1.297735 -2.810315 2.309904 -0.05 -0.02 -0.04
H 0.247427 -2.098130 1.086407 -0.07 -0.14 0.08
H 3.160011 -2.660425 0.401671 -0.02 -0.09 0.00
H 1.980206 -3.992768 0.420956 -0.05 0.20 -0.20
H 3.227579 -4.469267 -1.453633 0.06 0.05 0.00
H 3.380244 -5.986212 -3.198750 0.00 0.00 0.02
H 1.887831 -6.308140 -4.976672 0.01 -0.06 0.06
H -0.088021 -5.112445 -5.405819 0.00 0.02 -0.01
H -0.690977 -3.030618 -4.590746 0.00 0.02 0.03
H 0.093634 -0.892088 -5.138268 0.03 -0.09 0.07
H -1.207813 -0.890789 -3.931100 0.08 -0.05 0.00
H -0.870796 1.401636 -4.260685 -0.08 -0.03 0.10
H 0.109194 1.071280 -2.819906 -0.28 0.19 -0.42
C -2.640753 0.730197 6.313792 0.14 -0.15 -0.14
C -1.420177 0.315426 5.502791 0.10 0.19 0.21
C -0.419048 1.455719 5.395177 -0.04 -0.24 -0.02
O -1.797405 -0.207546 4.229626 0.17 -0.04 0.32
P -2.353768 0.495691 2.914103 -0.16 -1.02 -1.29
S -3.155377 -1.021588 1.903516 0.19 0.54 0.38
S -0.965007 1.551872 1.924729 -0.15 0.12 0.24
O -3.460114 1.490178 3.538787 0.24 -0.14 0.31
C -4.083598 2.538134 2.803546 -0.25 0.40 -0.23
C -4.932811 1.989023 1.669321 0.22 0.05 0.04
C -4.943919 3.307629 3.797204 0.31 -0.20 -0.19
H -2.360146 0.842312 7.357823 0.02 0.02 0.17
H -3.411279 -0.031182 6.228345 -0.10 -0.05 0.05
H -3.041175 1.671923 5.947794 -0.04 0.02 0.00
H -0.941886 -0.554687 5.978548 -0.10 0.28 -0.01
H -0.877209 2.318498 4.917978 0.01 0.07 -0.09
H 0.447417 1.152092 4.810672 0.05 0.03 -0.07
H -0.088411 1.738908 6.390398 0.05 0.05 0.20
H -3.293875 3.185775 2.396481 -0.10 -0.09 0.08
H -5.655237 1.281882 2.068804 -0.07 -0.15 -0.04
H -4.310409 1.482040 0.935008 -0.04 -0.10 -0.02
H -5.464960 2.801400 1.182023 -0.08 0.18 -0.07
H -5.680064 2.636083 4.231899 -0.11 -0.06 0.07
H -5.460367 4.112385 3.281921 -0.07 0.14 -0.01
H -4.335344 3.724160 4.594186 0.07 0.08 0.12
F -5.008740 -1.663328 -1.929611 0.25 0.12 0.21
C -3.740833 -1.357671 -1.564159 0.02 -0.01 -0.14
C -3.352753 -0.032686 -1.506303 0.00 -0.36 0.04
C -2.031755 0.268733 -1.200778 0.81 0.42 0.05
C -1.097355 -0.741988 -0.999578 0.32 -0.99 -0.53
C -1.535791 -2.065477 -1.029574 0.48 0.05 0.08
C -2.858247 -2.382873 -1.289246 -0.19 0.22 -0.07
H -4.078702 0.743954 -1.691556 -0.01 0.11 0.05
H -1.748782 1.311795 -1.114264 0.05 -0.03 -0.04
H -0.848134 -2.885999 -0.865720 -0.01 0.09 0.01
H -3.192559 -3.409017 -1.287620 -0.04 -0.06 -0.04
```
Positions in Å, forces in eV/Å.

---

2.
Formula: C34H44Ge2NO3PdS
Source: OMol25
Level of theory: ωB97M-V with the def2-TZVPD basis set

Multiplicity: 3
Molecular weight (g mol⁻¹): 798.44
Charge: +1
E_HOMO (spin up / spin down) (eV): -11.09 / -11.06
Kohn-Sham gap (spin up / spin down) (eV): 9.049 / 5.359
Largest force on an atom (eV/A): 2.17

Structure (XYZ):
```
86
Properties=species:S:1:pos:R:3:forces:R:3
Pd -0.490409 0.693908 0.021512 -0.93 -1.07 -0.46
C 0.890637 0.397469 2.892901 0.21 0.02 -0.01
C 2.121772 0.171186 2.012403 -0.15 0.12 -0.58
Ge 1.871390 1.060596 0.223437 2.10 0.35 0.45
C 2.418802 0.354079 -1.594092 -0.40 0.00 0.41
C 1.338658 0.593041 -2.648662 0.23 0.00 -0.09
C 2.407820 2.930395 0.324309 -0.25 -0.24 -0.06
C 1.450579 3.855958 0.176733 -0.35 -0.49 -0.02
Ge -0.391918 3.084191 0.062447 -0.49 1.25 0.05
C -1.473704 3.307251 1.738364 0.28 -0.01 -0.46
C -1.261856 4.604403 2.513555 0.03 -0.02 -0.02
C -1.428539 3.281991 -1.653713 0.32 -0.05 0.51
C -1.238984 4.594284 -2.408904 0.05 -0.01 0.03
C 1.646373 5.313990 0.167110 -0.07 0.31 -0.01
C 2.911864 5.898899 0.261534 -0.06 -0.04 0.00
C 3.053616 7.274707 0.247245 0.05 -0.01 0.00
C 1.938668 8.096059 0.136981 -0.03 0.00 -0.01
C 0.676490 7.532024 0.038767 -0.05 0.07 -0.01
C 0.538297 6.155064 0.053144 0.17 -0.22 0.04
H 1.029967 -0.074990 3.866117 -0.04 0.01 0.01
H -0.011979 -0.030502 2.449973 -0.06 -0.01 0.07
H 0.724149 1.462128 3.066266 -0.05 -0.01 0.01
H 2.319298 -0.890620 1.878673 -0.02 -0.04 -0.10
H 3.003178 0.638007 2.455731 0.04 0.02 -0.05
H 2.680793 -0.699324 -1.510152 -0.07 0.03 0.04
H 3.319458 0.912738 -1.853872 0.05 0.06 0.15
H 0.398786 0.092532 -2.411033 -0.08 0.01 0.00
H 1.665287 0.216132 -3.619991 0.02 0.03 0.00
H 1.151340 1.661853 -2.764622 -0.10 -0.01 -0.02
H 3.453371 3.194747 0.467297 0.00 0.05 -0.02
H -1.256244 2.440498 2.363195 -0.06 -0.03 0.03
H -2.512308 3.202054 1.418800 0.00 -0.05 -0.02
H -0.218050 4.746645 2.797453 0.00 0.02 -0.02
H -1.856251 4.582390 3.428099 0.02 0.01 0.01
H -1.575506 5.475168 1.937845 0.02 0.01 0.05
H -2.468823 3.139208 -1.353507 0.01 -0.05 0.00
H -1.164525 2.428833 -2.279581 -0.04 -0.03 -0.05
H -1.609354 5.443463 -1.834502 0.01 0.01 -0.07
H -1.793484 4.562354 -3.347778 0.01 0.01 0.00
H -0.190156 4.779976 -2.645155 -0.01 0.03 0.00
H 3.792334 5.275916 0.346293 0.01 0.02 -0.01
H 4.041477 7.710136 0.319993 -0.01 0.01 0.00
H 2.054228 9.171404 0.124486 0.01 0.00 0.00
H -0.197865 8.163401 -0.051339 0.01 0.00 0.01
H -0.447621 5.708158 -0.022910 -0.02 0.14 0.01
O -2.396246 0.035276 -2.055162 -0.18 0.03 0.18
C -3.025193 0.073853 -1.009564 0.03 -0.08 -0.33
C -4.414742 -0.457809 -0.718291 -0.04 0.05 0.09
C -4.509912 -0.409469 0.816271 -0.01 0.08 -0.09
C -3.171079 0.166760 1.261785 0.01 -0.09 0.22
O -2.714428 0.218061 2.381250 -0.19 -0.01 -0.13
N -2.493753 0.596175 0.137923 0.16 0.03 0.16
H -4.527708 -1.455374 -1.139039 0.04 0.00 -0.02
H -5.146785 0.185948 -1.206238 0.01 -0.02 -0.03
H -4.654728 -1.385398 1.275885 0.02 0.00 0.03
H -5.308720 0.240234 1.172449 0.00 -0.02 0.03
O 0.166700 -1.454982 0.067733 0.05 0.00 0.10
S -0.632563 -2.634728 -0.468953 0.04 -0.47 -0.07
C 0.482833 -3.481365 -1.661063 -0.14 0.02 0.35
C 1.716048 -4.118929 -1.092205 0.04 0.01 0.07
C 2.673335 -3.362190 -0.419344 0.03 0.03 0.05
C 3.812310 -3.957085 0.101522 -0.07 0.00 -0.04
C 4.017176 -5.319472 -0.064291 0.06 0.00 0.02
C 3.079024 -6.077236 -0.747820 -0.04 -0.11 0.00
C 1.932605 -5.483790 -1.254518 -0.08 0.09 0.02
C -0.686397 -3.799076 0.938517 0.00 0.15 -0.26
C -1.292180 -5.118512 0.549836 -0.09 -0.01 -0.11
C -0.663165 -6.312895 0.881889 0.04 0.05 -0.01
C -1.225527 -7.525922 0.514246 0.02 -0.05 0.01
C -2.418611 -7.559058 -0.192338 0.04 0.01 0.01
C -3.064426 -6.372049 -0.507071 -0.05 -0.01 -0.02
C -2.507636 -5.159003 -0.133628 0.06 0.03 0.04
H 0.723581 -2.680069 -2.362501 -0.11 0.06 -0.01
H -0.151420 -4.208023 -2.170598 -0.01 0.02 -0.01
H 2.525195 -2.299501 -0.299348 -0.06 0.03 0.06
H 4.538383 -3.351396 0.628723 0.02 -0.03 -0.02
H 4.911154 -5.786732 0.327380 -0.02 0.00 0.01
H 3.232863 -7.139907 -0.884801 0.03 0.02 -0.01
H 1.200779 -6.078805 -1.786781 -0.01 -0.05 0.02
H -1.305113 -3.275313 1.670702 0.06 0.10 0.00
H 0.327633 -3.885242 1.326907 0.05 -0.02 -0.03
H 0.264623 -6.295195 1.440146 0.05 0.02 -0.05
H -0.727530 -8.449095 0.781579 -0.01 0.01 -0.01
H -2.845228 -8.506979 -0.491708 -0.02 0.01 0.02
H -4.009133 -6.394326 -1.034515 0.02 0.02 -0.02
H -3.023049 -4.233209 -0.365783 -0.03 -0.03 -0.03
```
Positions in Å, forces in eV/Å.